Record 1
Formula: C2O3
Source: the OMol25 dataset
Level of theory: ωB97M-V/def2-TZVPD

Summary:
- E_LUMO (alpha / beta) (eV) = -2.067 / -2.097
- HOMO-LUMO gap (alpha / beta) (eV) = 10.073 / 10.046
- net charge = 0

Last column: natural (NBO) charge in e.
Cartesian coordinates (Å):
C (-1.981, 0.383, -0.006)  0.6168
O (3.426, -0.895, -0.411)  -0.5073
O (-3.903, -0.441, 0.748)  -0.1404
C (3.423, 0.175, 0.004)  0.5074
O (-0.964, 0.779, -0.335)  -0.4765

---

Record 2
Formula: C17H6Cl57OS
Source: the OMol25 dataset
Level of theory: ωB97M-V/def2-TZVPD

Summary:
- E_LUMO (eV) = -5.171
- HOMO-LUMO gap (eV) = 7.095
- net charge = +1

Last column: Löwdin charge in e.
Cartesian coordinates (Å):
Cl (-2.552, 0.956, -6.430)  0.5090
C (9.382, 4.849, 1.390)  -2.0494
Cl (-6.043, -6.997, 5.272)  0.4975
Cl (-5.784, -2.105, -2.599)  0.4749
S (1.491, -0.064, -0.723)  0.6416
Cl (-8.426, -1.339, -3.455)  0.5340
C (-2.472, -2.957, -5.210)  -2.0300
C (0.038, 4.275, -0.746)  -2.0160
Cl (8.413, 6.303, 1.669)  0.4948
Cl (-5.218, -7.249, 2.519)  0.5207
C (1.958, -5.795, -4.431)  -2.0121
Cl (2.122, 0.670, -6.594)  0.5143
Cl (-4.220, -3.002, -5.396)  0.5378
Cl (-2.312, 3.059, -8.386)  0.5538
Cl (3.234, -6.208, -3.278)  0.5421
Cl (5.462, 5.361, 1.116)  0.4986
C (-0.059, 1.843, 4.481)  -2.0273
Cl (-1.832, -4.573, -4.915)  0.5199
C (-4.867, -7.729, 4.181)  -2.0612
Cl (1.393, -4.156, -4.107)  0.5822
Cl (-5.057, 5.747, 2.105)  0.5285
Cl (-8.058, -2.582, -0.886)  0.5312
Cl (-4.953, -9.486, 4.316)  0.5337
Cl (-4.353, 4.664, 4.688)  0.5131
C (4.871, 4.416, 2.481)  -2.0309
Cl (-1.404, 2.669, 5.267)  0.5282
C (2.223, -2.962, -0.563)  -0.0145
Cl (-5.978, -5.737, 10.095)  0.5430
Cl (0.936, 4.835, 0.659)  0.5125
H (0.123, -3.551, -1.063)  0.1490
Cl (-1.688, 4.503, -0.482)  0.5496
C (3.206, 0.347, -5.250)  -2.0227
Cl (0.615, -6.932, -4.250)  0.5258
C (0.821, -2.755, -1.187)  -0.3128
Cl (2.134, 9.145, -4.690)  0.5440
C (0.261, -1.285, -1.101)  -0.3426
Cl (2.141, -0.181, 1.191)  0.3785
Cl (-2.056, -1.897, -3.839)  0.5085
H (-0.578, -1.332, -0.436)  0.1139
H (3.017, -2.281, -0.733)  0.0788
Cl (-4.583, -7.203, 8.045)  0.5023
Cl (-4.046, 7.482, 4.171)  0.5415
Cl (3.425, 7.429, -6.611)  0.5409
Cl (4.171, 7.295, -3.830)  0.5265
Cl (2.595, -5.895, -6.074)  0.5512
C (-7.498, -2.540, -2.557)  -2.0641
Cl (-0.407, 0.896, -8.376)  0.4914
Cl (9.920, 4.196, 2.939)  0.5249
Cl (8.420, 3.630, 0.544)  0.5000
Cl (-3.101, -5.656, 9.963)  0.5309
Cl (0.471, 2.811, 3.102)  0.4651
H (2.573, -0.368, -1.502)  -0.0032
Cl (3.551, 5.283, 3.273)  0.5282
Cl (4.288, 2.841, 1.895)  0.4739
Cl (-0.435, 2.879, -6.221)  0.5028
Cl (-7.716, -4.127, -3.295)  0.5286
Cl (1.597, 6.312, -4.681)  0.4646
Cl (3.391, 1.802, -4.264)  0.5317
H (2.379, -3.989, -0.341)  0.1049
Cl (-3.242, -7.184, 4.617)  0.5069
Cl (4.778, -0.163, -5.855)  0.5668
Cl (0.554, 5.177, -2.170)  0.5122
Cl (6.176, 4.162, 3.636)  0.5390
O (1.895, -2.942, -2.045)  -0.3344
Cl (0.527, -2.590, 6.645)  0.5151
H (-0.093, -1.124, -2.108)  0.0482
Cl (-4.679, -4.305, 7.961)  0.4798
Cl (-0.562, 0.222, 3.924)  0.4679
Cl (2.509, -0.965, -4.260)  0.5306
Cl (1.297, 1.687, 5.603)  0.5289
Cl (-1.039, -0.177, 6.904)  0.4788
Cl (-1.751, -2.306, -6.675)  0.5282
Cl (-2.179, -2.764, 7.621)  0.4904
C (-3.936, 5.871, 3.463)  -2.0534
C (-1.423, 1.947, -7.350)  -2.0316
Cl (-0.144, -1.562, 9.255)  0.5433
Cl (0.361, 2.552, -0.987)  0.4802
C (-0.720, -1.772, 7.601)  -2.0183
Cl (-2.288, 5.591, 2.890)  0.4839
C (2.834, 7.550, -4.955)  -2.0517
Cl (10.788, 5.262, 0.408)  0.5398
C (-4.587, -5.729, 9.012)  -2.0329

---

Record 3
Formula: C39H34ClN3PtSSi2
Source: the OMol25 dataset
Level of theory: ωB97M-V/def2-TZVPD

Summary:
- E_LUMO (alpha / beta) (eV) = -7.223 / -10.611
- HOMO-LUMO gap (alpha / beta) (eV) = 4.435 / 1.523
- spin multiplicity = 5
- expectation value of S² = 6.044
- net charge = +2

Last column: Mulliken spin population.
Cartesian coordinates (Å):
H (1.838, -2.820, 0.132)  0.0231
C (0.934, -1.088, -2.384)  -0.0305
N (-2.443, -2.140, 2.086)  0.1366
H (0.596, -4.618, -1.480)  0.0022
H (-5.245, -7.890, -2.430)  -0.0016
C (-2.752, -5.580, -1.867)  0.0025
H (4.195, 0.318, 3.705)  0.0002
H (1.941, -0.167, 4.647)  0.0001
C (2.223, 4.513, -3.428)  0.0006
C (2.885, 6.019, 0.881)  0.0000
C (1.340, -0.682, -3.659)  -0.0078
H (-1.825, -0.194, 2.766)  0.0081
H (0.262, 4.842, 2.709)  0.0000
H (0.057, -0.713, 3.132)  0.0095
C (0.507, -3.653, 1.761)  0.1243
C (-3.491, -6.608, -2.480)  0.0561
C (3.523, 0.202, 1.659)  -0.0023
C (-4.691, -7.087, -1.930)  0.2154
H (1.001, 7.446, -4.681)  0.0000
C (0.937, 5.698, -1.750)  -0.0003
C (3.900, 5.881, 1.833)  0.0000
C (3.350, 0.141, 3.043)  0.0043
C (-4.467, -5.526, -0.162)  0.1155
H (2.057, 4.585, 4.399)  0.0000
H (-3.119, -7.061, -3.405)  0.0046
N (-2.808, -4.015, 0.205)  0.2698
C (-3.272, -4.997, -0.701)  0.2527
H (-5.404, -5.092, 1.721)  0.0010
Cl (-1.157, 4.258, 0.159)  0.0006
C (-0.418, -4.757, 1.735)  0.3300
H (4.920, 6.179, 1.588)  0.0000
N (-4.668, -4.882, 1.051)  -0.0126
C (0.394, -4.489, -0.417)  0.1854
H (4.501, 0.424, 1.236)  0.0005
C (-2.439, -1.090, 2.907)  0.0266
C (-0.408, -5.314, 0.425)  0.2894
C (1.200, 6.645, -3.966)  0.0000
H (0.088, 7.582, -2.362)  0.0000
H (-6.103, -6.913, -0.231)  0.0021
C (1.033, -3.496, 0.417)  0.0933
H (0.860, -3.102, 2.630)  0.0186
H (0.045, 2.478, -3.665)  0.0012
H (-1.788, -5.238, -2.260)  -0.0082
S (-3.714, -1.134, 4.049)  0.0246
H (-0.478, 7.085, 0.191)  0.0000
C (1.022, -0.427, 2.712)  -0.0179
H (1.906, 3.789, -1.422)  0.0000
H (-0.578, 1.798, -1.365)  0.0026
C (1.576, 5.612, 1.179)  -0.0001
H (4.393, 5.258, 3.844)  0.0000
H (-5.197, -3.107, 3.679)  0.0028
C (-3.504, -2.988, 2.284)  0.0089
C (0.312, 1.484, -3.306)  0.0054
H (1.898, -1.370, -4.295)  0.0000
C (1.021, 0.597, -4.124)  0.0182
Si (0.200, 5.788, -0.052)  0.0001
C (2.295, 4.982, 3.411)  0.0000
C (0.686, 6.724, -2.670)  0.0000
C (1.173, -0.323, 1.324)  -0.0104
H (-0.931, -5.143, 2.610)  0.0004
C (1.710, 4.595, -2.130)  -0.0005
C (1.968, 5.538, -4.344)  0.0002
C (-0.053, 1.097, -2.019)  0.0193
C (2.438, -0.014, 0.805)  0.0028
H (3.119, 6.441, -0.098)  0.0000
C (2.090, -0.151, 3.569)  -0.0012
C (-4.302, -2.601, 3.356)  0.1384
C (3.605, 5.362, 3.098)  0.0000
Pt (-1.091, -2.738, 0.391)  1.1719
C (-5.190, -6.561, -0.733)  -0.0084
C (0.254, -0.189, -1.554)  0.0787
H (1.156, -2.103, -2.046)  0.0013
Si (-0.314, -0.604, 0.184)  0.2704
H (2.582, 0.065, -0.274)  0.0032
C (-3.657, -3.988, 1.253)  0.1361
H (2.367, 5.472, -5.355)  0.0000
H (2.814, 3.643, -3.719)  -0.0002
H (-1.406, 0.349, 0.530)  0.0286
H (-0.854, -6.263, 0.130)  0.0126
C (1.285, 5.120, 2.457)  0.0002
H (1.315, 0.909, -5.123)  0.0008

---

Record 4
Formula: C4H3O4Yb
Source: the OMol25 dataset
Level of theory: ωB97M-V/def2-TZVPD

Summary:
- E_LUMO (alpha / beta) (eV) = -10.513 / -10.807
- HOMO-LUMO gap (alpha / beta) (eV) = 6.081 / 5.605
- spin multiplicity = 2
- expectation value of S² = 0.777
- net charge = +2

Last column: natural (NBO) charge in e.
Cartesian coordinates (Å):
H (-0.738, 1.582, 0.009)  0.4876
O (2.791, 0.540, 0.075)  -0.8462
O (-3.390, 0.300, -0.379)  -0.4127
O (-1.696, 1.586, 0.183)  -0.6308
Yb (5.265, 0.699, 0.162)  1.9640
O (0.702, 0.207, -0.236)  -0.4260
C (-2.232, 0.380, -0.023)  0.6875
H (0.641, -1.763, 0.094)  0.2278
C (-1.382, -0.814, 0.171)  -0.1233
H (-1.917, -1.732, 0.406)  0.2847
C (-0.041, -0.859, 0.171)  0.1694
C (1.997, -0.126, -0.633)  0.6177

---

Asked for calculated total energy across the records above, the calculation gives -8210.3334, -744371.4095, -87807.0025, -43893.7361 eV in order.
Asked for energy relative to the best compared isomer or geometry (same formula, charge and spin) across the records above, the calculation gives 628.1, 12.4, 0.0, 3.0 kJ/mol in order.